(1)
Entry from the OMol25 dataset: a structure of composition C29H49BrClN6O5W (ωB97M-V/def2-TZVPD).

As for the highest occupied orbital energy (spin up / spin down): -8.279 / -10.761 eV. The value obtained for the total energy is -4940.280489 Ha. As for the charge: +1. The frontier orbital gap (spin up / spin down) comes out at 5.56 / 7.75 eV. As for the expectation value of S²: 2.0471. Its spin multiplicity is 3. The calculation puts the LUMO energy (spin up / spin down) at -2.7 / -3.0 eV.

Atoms and positions in Å:
W1 -0.6635 -0.8647 0.3250
C1 -3.3159 0.5693 1.9702
N1 -1.8898 0.9535 1.8624
C2 -1.8331 2.2084 1.0784
C3 -1.4905 1.2997 3.2591
C4 0.0000 1.4951 3.6699
N2 1.0480 1.6781 2.6724
C5 1.3499 3.0755 2.3755
C6 2.2811 1.0636 3.1671
H1 -3.8854 1.3689 2.4561
H2 -3.4285 -0.3334 2.5662
H3 -3.7346 0.3954 0.9841
H4 -2.7102 2.8275 1.2991
H5 -1.7831 2.0029 0.0182
H6 -0.9514 2.7648 1.3562
H7 -1.8897 0.5146 3.9028
H8 -2.0520 2.2045 3.5227
H9 0.2726 0.6167 4.2578
H10 0.0060 2.3336 4.3815
H11 1.4847 3.6723 3.2899
H12 0.5894 3.5581 1.7651
H13 2.2746 3.1237 1.8005
H14 2.6710 1.5834 4.0561
H15 3.0473 1.1122 2.3950
H16 2.1169 0.0222 3.4210
C7 -3.5701 2.0614 -1.9672
O1 -3.7793 0.7134 -2.4286
C8 -3.1983 -0.2773 -1.7759
O2 -2.4386 -0.1081 -0.8096
N3 -3.5400 -1.4541 -2.3071
N4 -3.2903 -2.6686 -1.6158
H17 -4.1336 2.6790 -2.6575
H18 -2.5165 2.3162 -2.0041
H19 -3.9576 2.1717 -0.9562
H20 -4.3121 -1.4483 -2.9546
H21 -2.2772 -2.7880 -1.5895
H22 -3.6572 -3.4096 -2.2037
C9 0.0828 -4.0224 -2.2784
C10 0.2943 -2.5141 -2.1382
C11 -0.3104 -1.7533 -3.3202
C12 1.7931 -2.2001 -2.0812
N5 -0.3391 -2.0272 -0.9094
H23 0.6697 -4.3962 -3.1179
H24 -0.9613 -4.2739 -2.4738
H25 0.4032 -4.5466 -1.3769
H26 0.1420 -2.0989 -4.2499
H27 -0.1120 -0.6847 -3.2171
H28 -1.3870 -1.9103 -3.3912
H29 2.2342 -2.4022 -3.0584
H30 2.3145 -2.8183 -1.3525
H31 1.9516 -1.1457 -1.8463
Cl1 0.3754 -4.7941 1.8626
C13 1.5319 -3.5377 1.3439
C14 1.3330 -2.2808 2.1746
O3 1.5715 -2.2691 3.3536
O4 0.8545 -1.2164 1.5338
H32 1.3544 -3.3549 0.2936
H33 2.5348 -3.9189 1.5147
C15 4.4034 4.0342 -4.3261
C16 3.6341 3.2305 -3.3185
C17 2.2444 3.2153 -3.3027
C18 1.5132 2.4826 -2.3838
C19 0.0132 2.5663 -2.4471
C20 2.1930 1.7073 -1.3990
C21 1.5590 0.9145 -0.4244
O5 0.2246 0.6951 -0.3822
C22 3.6259 1.7141 -1.4193
C23 4.4237 0.8973 -0.4397
C24 4.2978 2.4625 -2.3598
H34 3.7357 4.5800 -4.9910
H35 5.0382 3.3902 -4.9378
H36 5.0565 4.7571 -3.8340
H37 1.7069 3.8037 -4.0388
H38 -0.2891 3.1895 -3.2887
H39 -0.3885 3.0089 -1.5314
H40 -0.4428 1.5811 -2.5575
H41 2.1299 0.3981 0.3331
H42 4.1608 -0.1630 -0.4864
H43 4.2651 1.2270 0.5884
H44 5.4871 0.9882 -0.6527
H45 5.3826 2.4484 -2.3575
Br1 -1.4379 -2.3634 5.9483
C25 -2.0122 -2.6538 4.1840
C26 -3.0379 -3.5356 3.8915
C27 -3.4070 -3.6781 2.5631
C28 -2.7557 -2.9479 1.5904
N6 -1.7558 -2.1002 1.8795
C29 -1.3903 -1.9647 3.1629
H46 -3.5293 -4.0918 4.6776
H47 -4.2036 -4.3514 2.2808
H48 -3.0497 -3.0116 0.5534
H49 -0.5693 -1.2980 3.3772



(2)
Entry from the OMol25 dataset: a structure of composition C15H14AsIN4O2PdS5 (ωB97M-V/def2-TZVPD).

As for the highest occupied orbital energy (spin up / spin down): -0.979 / -1.396 eV. The value obtained for the total energy is -5601.851150 Ha. As for the charge: -2. The frontier orbital gap (spin up / spin down) comes out at 4.60 / 4.80 eV. As for the expectation value of S²: 2.0162. Its spin multiplicity is 3. The calculation puts the LUMO energy (spin up / spin down) at 3.6 / 3.4 eV.

Atoms and positions in Å:
Pd1 -0.5053 -0.7154 -0.4289
S1 -3.0650 -0.6355 3.1050
As1 -1.4140 -1.6345 2.1883
S2 0.2050 -0.1931 1.8830
S3 -1.9229 -2.5043 0.2570
S4 -0.8752 -3.1199 3.6174
C1 1.9807 1.0521 -8.3487
C2 1.3569 0.6570 -7.0345
C3 1.0566 1.6099 -6.0647
C4 0.5349 1.2324 -4.8372
C5 0.3027 -0.1096 -4.5661
C6 0.5739 -1.0664 -5.5306
C7 1.0992 -0.6818 -6.7558
S5 -0.2070 -0.5475 -2.8947
O1 -1.5636 -0.0496 -2.8468
O2 -0.0008 -1.9810 -2.7967
N1 0.7704 0.3376 -1.9880
C8 2.0287 -0.1728 -1.6679
C9 2.8100 -0.9543 -2.5502
C10 4.0394 -1.4167 -2.1348
C11 4.5240 -1.0610 -0.8825
C12 3.7341 -0.2122 -0.1232
N2 2.5395 0.2209 -0.4912
H1 2.0756 2.1350 -8.4300
H2 1.3796 0.6988 -9.1897
H3 2.9761 0.6140 -8.4525
H4 1.2542 2.6574 -6.2660
H5 0.3128 1.9565 -4.0637
H6 0.3801 -2.1058 -5.2948
H7 1.3358 -1.4327 -7.5033
H8 2.4227 -1.2068 -3.5254
H9 4.6275 -2.0551 -2.7861
H10 5.4724 -1.4251 -0.5089
H11 4.0683 0.1339 0.8517
I1 -4.2750 5.0131 -0.8950
C13 -3.0835 3.4007 -0.3302
C14 -2.2928 3.3109 0.7946
N3 -1.7224 2.0991 0.7349
N4 -2.0969 1.4080 -0.3355
C15 -2.9292 2.1808 -1.0099
H12 -2.1115 4.0080 1.5944
H13 -1.0927 1.6019 1.3892
H14 -3.3503 1.8516 -1.9444